Record 1
{"formula": "C4H7NS2", "method": "wB97M-V/def2-TZVPD", "species": ["S", "C", "N", "S", "C", "C", "C", "H", "H", "H", "H", "H", "H", "H"], "xyz": [[2.64, -0.84, 0.02], [1.15, -1.56, -0.29], [-0.03, -0.92, -0.13], [-1.30, -1.95, -0.17], [0.02, 0.41, 0.41], [-1.03, 1.34, 0.05], [0.28, 1.54, -0.60], [1.09, -2.61, -0.49], [-1.39, -2.26, 1.17], [0.26, 0.43, 1.46], [-1.19, 2.09, 0.90], [-1.91, 0.92, -0.56], [0.96, 2.36, -0.26], [0.47, 1.06, -1.52]], "smiles": "S=CN(S)C1CC1", "total_energy_ev": -27419.7170, "homo_ha": -0.3092, "relative_energy_ev": 2.129, "gap_ev": 8.702}

***

Record 2
{"formula": "C30H32ClN3ReSSi2", "method": "wB97M-V/def2-TZVPD", "species": ["C", "C", "C", "H", "C", "C", "H", "H", "H", "H", "Re", "Si", "C", "C", "H", "C", "H", "C", "H", "C", "H", "C", "H", "C", "C", "H", "C", "H", "C", "H", "C", "H", "C", "H", "H", "Si", "C", "C", "H", "C", "H", "C", "H", "C", "H", "C", "H", "C", "C", "H", "C", "H", "C", "H", "C", "H", "C", "H", "H", "Cl", "N", "N", "C", "N", "S", "H", "H", "H", "H", "H"], "xyz": [[-2.35, -0.21, 3.74], [-2.89, 0.34, 2.52], [-2.94, -0.73, 1.56], [-3.22, 1.35, 2.32], [-2.49, -1.92, 2.21], [-2.19, -1.61, 3.57], [-1.93, -2.34, 4.33], [-2.25, 0.32, 4.68], [-3.31, -0.63, 0.57], [-2.44, -2.89, 1.73], [-0.95, -0.50, 2.20], [-0.75, -0.73, -0.89], [-0.55, 0.79, -2.10], [0.45, 0.83, -3.09], [1.20, 0.03, -3.14], [0.48, 1.85, -4.03], [1.30, 1.89, -4.76], [-0.52, 2.82, -4.05], [-0.50, 3.62, -4.79], [-1.54, 2.75, -3.10], [-2.34, 3.50, -3.11], [-1.55, 1.75, -2.13], [-2.37, 1.70, -1.39], [-0.56, -1.92, -2.46], [-1.60, -1.91, -3.41], [-2.55, -1.42, -3.18], [-1.43, -2.48, -4.68], [-2.22, -2.42, -5.42], [-0.23, -3.14, -4.99], [-0.10, -3.60, -5.97], [0.78, -3.24, -4.02], [1.69, -3.81, -4.23], [0.60, -2.63, -2.77], [1.41, -2.70, -2.04], [-2.20, -1.08, -0.82], [2.79, 0.91, -0.84], [2.08, -0.81, -0.47], [0.75, -1.27, 0.10], [0.64, -0.73, 1.10], [0.55, -2.70, 0.34], [-0.44, -3.07, 0.63], [1.64, -3.51, 0.50], [1.52, -4.53, 0.87], [2.90, -3.04, 0.14], [3.75, -3.70, 0.27], [3.10, -1.75, -0.35], [4.11, -1.45, -0.60], [1.63, 2.33, -0.41], [0.57, 2.31, 0.51], [0.45, 1.43, 1.17], [-0.36, 3.33, 0.60], [-1.22, 3.25, 1.27], [-0.25, 4.46, -0.22], [-1.00, 5.24, -0.19], [0.83, 4.54, -1.09], [0.92, 5.41, -1.73], [1.76, 3.50, -1.20], [2.55, 3.56, -1.94], [4.07, 1.15, -0.34], [2.10, 0.37, 2.37], [-0.30, 1.23, 3.69], [0.01, 0.79, 5.02], [0.57, -0.43, 5.20], [1.10, -0.63, 6.42], [0.50, -1.64, 3.97], [-1.04, 1.94, 3.79], [0.54, 1.68, 3.31], [0.32, 1.55, 5.65], [1.60, -1.50, 6.63], [1.35, 0.18, 6.98]], "multiplicity": 4, "s2": 3.8009, "total_energy_ev": -77320.8065, "homo_ha": [-0.4716, -0.4777], "relative_energy_ev": 5.602, "total_charge": 2, "gap_ev": [5.412, 5.194]}

***

Record 3
{"formula": "C39H75BFN6O4PS3Zr", "method": "wB97M-V/def2-TZVPD", "species": ["Zr", "C", "C", "C", "C", "N", "C", "C", "N", "B", "N", "C", "C", "N", "C", "S", "C", "C", "C", "C", "N", "C", "C", "N", "C", "S", "C", "C", "C", "C", "C", "S", "H", "H", "H", "H", "H", "H", "H", "H", "H", "H", "H", "H", "H", "H", "H", "H", "H", "H", "H", "H", "H", "H", "H", "H", "H", "H", "H", "H", "H", "H", "H", "H", "H", "H", "O", "H", "H", "O", "H", "H", "O", "H", "H", "O", "H", "H", "F", "C", "C", "C", "C", "C", "C", "P", "C", "C", "C", "C", "C", "C", "C", "C", "C", "C", "C", "C", "H", "H", "H", "H", "H", "H", "H", "H", "H", "H", "H", "H", "H", "H", "H", "H", "H", "H", "H", "H", "H", "H", "H", "H", "H", "H", "H", "H", "H", "H", "H", "H", "H"], "xyz": [[0.43, -0.04, -0.48], [3.78, 5.30, 0.69], [3.17, 3.92, 0.94], [3.41, 3.03, -0.29], [3.80, 3.32, 2.20], [1.71, 4.03, 1.16], [1.01, 5.21, 1.15], [-0.25, 4.95, 1.56], [-0.34, 3.61, 1.84], [-1.62, 3.07, 2.53], [-2.74, 2.90, 1.51], [-4.03, 3.25, 1.82], [-4.79, 3.12, 0.72], [-3.98, 2.68, -0.29], [-2.73, 2.53, 0.21], [-1.33, 2.05, -0.65], [-4.41, 2.50, -1.69], [-4.13, 1.06, -2.10], [-5.90, 2.79, -1.82], [-3.63, 3.49, -2.56], [-1.37, 1.78, 3.36], [-0.77, 1.88, 4.59], [-0.88, 0.69, 5.22], [-1.56, -0.16, 4.39], [-1.83, 0.53, 3.25], [-2.56, -0.12, 1.85], [-2.05, -1.51, 4.75], [-3.58, -1.50, 4.70], [-1.47, -2.55, 3.78], [-1.60, -1.85, 6.17], [0.85, 3.06, 1.55], [1.14, 1.38, 1.71], [4.85, 5.17, 0.55], [3.63, 5.96, 1.53], [3.38, 5.76, -0.21], [4.47, 2.81, -0.38], [3.07, 3.53, -1.19], [2.84, 2.11, -0.17], [4.87, 3.23, 2.05], [3.38, 2.35, 2.42], [3.63, 3.98, 3.05], [1.44, 6.14, 0.85], [-1.08, 5.61, 1.69], [-1.96, 3.90, 3.31], [-4.30, 3.58, 2.80], [-5.83, 3.31, 0.59], [-4.61, 0.38, -1.40], [-3.05, 0.88, -2.11], [-4.52, 0.87, -3.10], [-6.49, 2.13, -1.19], [-6.20, 2.64, -2.85], [-6.13, 3.83, -1.56], [-2.56, 3.32, -2.49], [-3.84, 4.51, -2.24], [-3.94, 3.39, -3.59], [-0.32, 2.79, 4.92], [-0.53, 0.41, 6.19], [-3.94, -1.24, 3.71], [-3.98, -0.80, 5.42], [-3.95, -2.49, 4.94], [-1.96, -2.49, 2.81], [-1.65, -3.54, 4.19], [-0.40, -2.41, 3.67], [-2.00, -1.14, 6.89], [-0.52, -1.88, 6.27], [-1.99, -2.83, 6.43], [-0.56, 0.24, -2.95], [-0.48, 1.21, -2.93], [-0.44, -0.01, -3.88], [2.79, -0.38, 0.14], [3.08, -0.21, 1.05], [3.35, 0.16, -0.44], [-1.47, -1.15, -0.94], [-1.91, -1.15, -1.81], [-2.15, -0.86, -0.28], [0.01, -1.26, 1.15], [-0.07, -2.23, 1.23], [-0.87, -0.88, 1.56], [1.44, 1.13, -1.53], [-0.81, -5.77, -3.35], [-1.05, -4.35, -3.86], [0.11, -3.42, -3.46], [0.76, -3.88, -2.14], [-0.34, -4.45, -1.24], [-0.82, -5.79, -1.82], [1.69, -2.49, -1.30], [3.00, -1.92, -2.53], [2.45, -0.95, -3.58], [3.60, -0.04, -4.03], [4.93, -0.81, -4.06], [4.69, -2.29, -4.35], [3.87, -2.96, -3.23], [2.84, -3.35, -0.05], [2.22, -3.31, 1.35], [3.10, -4.09, 2.33], [3.07, -5.59, 2.02], [2.76, -5.84, 0.54], [3.37, -4.77, -0.36], [0.15, -6.12, -3.73], [-1.58, -6.44, -3.74], [-1.99, -3.99, -3.44], [-1.15, -4.35, -4.94], [-0.26, -2.39, -3.35], [0.86, -3.43, -4.25], [1.47, -4.68, -2.35], [-1.16, -3.74, -1.18], [0.03, -4.62, -0.22], [-1.83, -5.99, -1.46], [-0.18, -6.60, -1.47], [3.66, -1.33, -1.89], [1.65, -0.35, -3.17], [2.07, -1.51, -4.44], [3.68, 0.82, -3.36], [3.38, 0.36, -5.03], [5.45, -0.71, -3.11], [5.58, -0.39, -4.83], [5.65, -2.80, -4.46], [4.17, -2.37, -5.30], [4.55, -3.41, -2.51], [3.26, -3.76, -3.67], [3.70, -2.68, -0.03], [1.24, -3.79, 1.36], [2.13, -2.27, 1.68], [2.76, -3.90, 3.35], [4.13, -3.71, 2.26], [2.31, -6.08, 2.63], [4.03, -6.03, 2.28], [1.68, -5.89, 0.38], [3.16, -6.82, 0.25], [3.22, -5.05, -1.40], [4.44, -4.78, -0.19]], "total_energy_ev": -105257.3513, "homo_ha": -0.4638, "total_charge": 2, "gap_ev": 7.589}

***

Record 4
{"formula": "C3H8N2S", "method": "wB97M-V/def2-TZVPD", "species": ["N", "N", "C", "C", "C", "S", "H", "H", "H", "H", "H", "H", "H", "H"], "xyz": [[1.75, -0.21, -0.94], [1.42, -1.11, 0.07], [0.48, -0.63, 0.86], [-0.28, 0.67, 0.75], [-1.21, 0.60, -0.48], [-2.51, -0.69, -0.28], [2.60, -0.57, -1.38], [2.04, 0.67, -0.47], [0.19, -1.32, 1.65], [-0.83, 0.81, 1.64], [0.39, 1.51, 0.61], [-0.60, 0.52, -1.42], [-1.73, 1.51, -0.55], [-1.71, -1.75, -0.06]], "smiles": "N/N=C\\CCS", "total_energy_ev": -17054.6945, "homo_ha": -0.3289, "relative_energy_ev": 2.036, "gap_ev": 9.927}